Below is a 2-piece molecular cluster, C2H12OSi3 overall, with properties calculated with wB97M-V/def2-TZVPD.

Its SMILES is CC[SiH]=[SiH2].O[SiH3]. The value obtained for the HOMO-LUMO gap is 7.5 eV. For the relative energy (zero: lowest compared OMol25 entry of this formula, charge and spin), the calculation gives 338.8 kJ/mol. The calculation puts the LUMO energy at -0.0195 hartree. For the HOMO energy, the calculation gives -8.0 eV. The calculation puts the total energy at -27945.299 eV.

CARTESIAN COORDINATES (ANGSTROEM)
1 C -0.075095 -0.660172 -2.512808
2 C -1.044243 0.587795 -2.235815
3 Si -0.816041 0.776264 -0.196522
4 Si 0.919643 2.003806 0.471580
5 H -0.168648 -1.256946 -1.615777
6 H -0.383385 -1.370909 -3.350968
7 H 0.855010 -0.369501 -2.767587
8 H -2.149956 0.565506 -2.481842
9 H -0.722871 1.467377 -2.778430
10 H -1.904891 -0.181243 0.019882
11 H 0.158717 3.261841 -0.061691
12 H 0.437945 2.250688 1.889252
13 O 0.180064 -1.392501 1.691797
14 Si 1.102200 -0.971265 2.960004
15 H -0.441738 -2.128201 1.444693
16 H 0.672543 0.331610 3.495677
17 H 2.319343 -0.820924 2.200736
18 H 1.061402 -2.093226 3.827819

Cartesian forces (eV/Å) of the 2 atoms listed first:
C -5.293 -0.923 -0.458
C 0.188 0.216 1.176

Mulliken population analysis, charges in e, atoms 1 to 2: -0.95, -0.62



Below is C43H35BrInN5P3S2Se2 as an isolated structure, with properties calculated with wB97M-V/def2-TZVPD.

The value obtained for the HOMO-LUMO gap is 7.0 eV. For the relative energy (zero: lowest compared OMol25 entry of this formula, charge and spin), the calculation gives 22.5 kJ/mol. The calculation puts the LUMO energy at 0.0803 hartree. The net charge is -1. For the HOMO energy, the calculation gives -4.8 eV. The calculation puts the total energy at -308063.174 eV.

CARTESIAN COORDINATES (ANGSTROEM)
1 In -0.378864 1.261535 -0.315143
2 S 1.878049 3.473275 1.639323
3 P 1.662673 1.547583 1.912968
4 C 1.450672 0.401306 0.579255
5 P 2.664223 0.293008 -0.709042
6 S 2.696271 1.417662 -2.323501
7 C 4.362234 0.279917 -0.047671
8 C 5.034005 -0.880345 0.316684
9 C 6.307471 -0.799039 0.858026
10 C 6.913592 0.434537 1.035633
11 C 6.253594 1.593114 0.652754
12 C 4.984207 1.516155 0.106660
13 C 2.493465 -1.468233 -1.219949
14 C 3.269964 -1.933036 -2.280239
15 C 3.171862 -3.252490 -2.694719
16 C 2.299300 -4.121237 -2.050571
17 C 1.521446 -3.663452 -0.997072
18 C 1.616484 -2.339022 -0.585160
19 C 2.921824 0.898283 3.091967
20 C 3.050680 -0.468890 3.317440
21 C 3.920653 -0.940947 4.287452
22 C 4.686611 -0.054335 5.029819
23 C 4.577480 1.307841 4.798524
24 C 3.689629 1.781792 3.843199
25 C 0.149267 1.162273 2.897095
26 C -0.612227 2.183378 3.450581
27 C -1.801694 1.893587 4.105531
28 C -2.209952 0.578665 4.256398
29 C -1.439360 -0.450406 3.731701
30 C -0.276551 -0.158575 3.036563
31 H 4.557890 -1.843439 0.181643
32 H 6.825787 -1.703144 1.154718
33 H 7.897621 0.498502 1.484592
34 H 6.724513 2.559754 0.783371
35 H 4.461274 2.411226 -0.206902
36 H 3.946392 -1.245722 -2.774469
37 H 3.777380 -3.606115 -3.520841
38 H 2.230337 -5.154850 -2.369247
39 H 0.837139 -4.337025 -0.493804
40 H 1.006943 -1.971827 0.231636
41 H 2.482562 -1.163270 2.711605
42 H 4.008390 -2.007930 4.455966
43 H 5.381013 -0.427198 5.773678
44 H 5.186874 2.005483 5.361066
45 H 3.590187 2.844117 3.657037
46 H -0.286034 3.208608 3.327107
47 H -2.420436 2.701321 4.476912
48 H -3.137791 0.347337 4.766703
49 H -1.751580 -1.481822 3.839372
50 H 0.284198 -0.957849 2.572969
51 N -0.217096 -1.206382 -4.166712
52 C -0.343576 -1.233010 -2.833445
53 N -0.221389 -0.015211 -2.379298
54 C -0.025581 0.741774 -3.491420
55 N -0.013352 0.047966 -4.602560
56 C 0.120909 2.182960 -3.391700
57 C 0.347892 2.993055 -4.498530
58 N 0.499566 4.303396 -4.377345
59 C 0.430405 4.809171 -3.150704
60 C 0.177816 4.016661 -2.039946
61 N 0.014975 2.710331 -2.176055
62 H -0.242127 -1.964259 -4.823524
63 H -0.528039 -2.115235 -2.247161
64 H 0.406337 2.566830 -5.491404
65 H 0.575721 5.877886 -3.058224
66 H 0.097652 4.426205 -1.041336
67 Se -2.183282 -0.846970 0.183095
68 P -3.780810 -0.254476 -1.193761
69 Se -3.451652 0.985102 -2.895109
70 C -4.360027 -1.908187 -1.737244
71 C -4.963476 -2.775165 -0.829853
72 C -5.203931 -4.092454 -1.185271
73 C -4.834843 -4.556741 -2.440574
74 C -4.226365 -3.698165 -3.344251
75 C -3.992215 -2.375535 -2.992982
76 C -5.133207 0.483052 -0.215330
77 C -4.956328 0.890268 1.098708
78 C -5.950931 1.623665 1.732079
79 C -7.118471 1.946157 1.059026
80 C -7.305717 1.517878 -0.249984
81 C -6.313403 0.795754 -0.888913
82 H -5.230392 -2.411196 0.155603
83 H -5.658858 -4.770357 -0.473454
84 H -5.022385 -5.587590 -2.715376
85 H -3.919339 -4.057094 -4.319291
86 H -3.534746 -1.687902 -3.694125
87 H -4.035755 0.656080 1.620179
88 H -5.799709 1.959226 2.750432
89 H -7.884678 2.531816 1.551996
90 H -8.218635 1.764046 -0.777993
91 H -6.425735 0.490752 -1.922328
92 Br -2.034849 3.065839 0.356445

Cartesian forces (eV/Å) of the 2 atoms listed first:
In 0.025 -0.870 -0.158
S 0.067 0.421 -0.145

Mulliken population analysis, charges in e, atoms 1 to 2: 1.47, -0.57



Below is a 2-piece molecular cluster, C6H9N3OSi2 overall, with properties calculated with wB97M-V/def2-TZVPD.

Its SMILES is C[Si](C#N)(C#N)C#N.C[Si](C)=O. The value obtained for the HOMO-LUMO gap is 9.2 eV. For the relative energy (zero: lowest compared OMol25 entry of this formula, charge and spin), the calculation gives 391.3 kJ/mol. The calculation puts the LUMO energy at -0.0564 hartree. For the HOMO energy, the calculation gives -10.7 eV. The calculation puts the total energy at -28638.889 eV.

CARTESIAN COORDINATES (ANGSTROEM)
1 C 2.010220 -1.718821 1.596427
2 Si 1.464854 -3.376130 2.014597
3 C -0.223680 -3.845537 2.767305
4 N -1.125945 -4.231930 3.381248
5 C 2.494172 -4.113767 3.315396
6 N 3.175193 -4.413572 4.182172
7 C 1.377429 -4.373934 0.392599
8 N 1.559871 -5.346066 -0.202354
9 H 3.081761 -1.531570 1.735085
10 H 1.400519 -0.987710 2.103211
11 H 1.850834 -1.283870 0.644537
12 C -0.642028 1.553647 -0.189742
13 Si 0.142569 -0.068622 -0.683292
14 C 0.818319 0.560174 -2.429623
15 O -0.525299 -1.381813 -0.527048
16 H -1.226319 1.891001 -1.261761
17 H -1.486459 1.852808 0.508229
18 H 0.159100 2.220343 -0.001524
19 H 0.664083 -0.235563 -3.160127
20 H 0.282315 1.458818 -2.802833
21 H 1.791909 0.890067 -2.465472

Cartesian forces (eV/Å) of the 2 atoms listed first:
C 0.598 1.696 0.567
Si -2.120 -1.685 -1.628

Mulliken population analysis, charges in e, atoms 1 to 2: -0.88, 0.45